(1)
Cl6Cs2O24 | ωB97M-V with the def2-TZVPD basis set

Last column: Löwdin charge in e.
Positions of all 32 atoms, in Å:
Cs (4.237, -1.971, -2.610)  0.988
Cs (-3.061, -0.267, -3.834)  0.981
Cl (-2.473, 4.629, -6.832)  0.574
O (-1.411, 3.710, -6.434)  -0.383
O (-3.646, 4.323, -6.012)  -0.400
O (-2.071, 5.928, -6.780)  -0.353
O (-2.958, 4.618, -8.169)  -0.416
Cl (-2.799, 3.842, 0.006)  0.593
O (-3.611, 4.612, 0.963)  -0.460
O (-1.889, 4.893, 0.138)  -0.416
O (-2.187, 2.663, 0.477)  -0.315
O (-3.496, 3.712, -1.225)  -0.374
Cl (2.169, -1.248, 5.102)  0.573
O (1.084, -0.427, 5.362)  -0.341
O (2.304, -1.815, 3.733)  -0.385
O (3.342, -0.687, 5.630)  -0.399
O (1.929, -2.452, 5.858)  -0.441
Cl (-3.092, -3.082, 4.083)  0.507
O (-4.423, -3.252, 3.666)  -0.403
O (-2.619, -4.166, 4.831)  -0.377
O (-2.416, -3.149, 2.955)  -0.333
O (-2.817, -1.759, 4.747)  -0.391
Cl (5.815, -3.520, 0.527)  0.508
O (6.181, -3.951, 1.878)  -0.360
O (6.693, -2.503, 0.102)  -0.407
O (5.852, -4.524, -0.379)  -0.363
O (4.525, -2.934, 0.653)  -0.380
Cl (0.216, -0.208, -1.815)  0.607
O (0.914, 0.175, -0.523)  -0.340
O (-0.334, 0.830, -2.681)  -0.447
O (0.958, -1.305, -2.276)  -0.437
O (-0.914, -0.716, -1.140)  -0.409

Values from the calculation:
* multiplicity: 1
* E_tot: -4605.36969 Eh
* charge: -4


(2)
C18H16N2O7 | ωB97M-V with the def2-TZVPD basis set

Last column: Löwdin charge in e.
Positions of all 43 atoms, in Å:
C (-2.130, -2.557, -4.702)  -0.069
H (-1.922, -3.593, -4.418)  0.100
O (-2.403, -1.756, -3.576)  -0.097
C (-1.440, -1.617, -2.623)  -0.190
C (-0.178, -2.194, -2.701)  0.005
C (0.758, -1.969, -1.715)  -0.014
C (0.468, -1.189, -0.600)  -0.126
C (-0.808, -0.599, -0.496)  0.013
C (-1.752, -0.809, -1.512)  -0.133
O (-2.962, -0.163, -1.403)  -0.106
C (-4.157, -0.878, -1.672)  -0.042
H (-4.385, -0.882, -2.739)  0.089
H (-4.092, -1.904, -1.307)  0.108
H (-4.939, -0.348, -1.129)  0.099
C (-1.147, 0.266, 0.684)  -0.440
O (-0.750, 0.053, 1.799)  0.128
O (-1.911, 1.338, 0.443)  0.131
H (-2.328, 1.293, -0.433)  0.108
C (1.503, -0.978, 0.398)  -0.087
N (2.723, -1.165, 0.068)  0.062
N (3.749, -0.938, 0.911)  0.050
C (3.895, -0.194, 2.063)  -0.424
O (4.908, -0.335, 2.717)  0.083
C (2.829, 0.785, 2.398)  -0.170
C (2.359, 0.838, 3.702)  -0.011
C (1.341, 1.710, 4.074)  0.026
C (0.829, 2.525, 3.095)  -0.204
C (1.328, 2.502, 1.788)  -0.200
C (2.335, 1.654, 1.412)  0.046
H (2.716, 1.647, 0.404)  0.137
O (0.655, 3.421, 1.030)  0.040
C (-0.345, 3.953, 1.875)  -0.154
O (-0.159, 3.460, 3.184)  0.051
H (-1.337, 3.644, 1.504)  0.129
H (-0.275, 5.051, 1.882)  0.141
H (0.959, 1.738, 5.080)  0.121
H (2.784, 0.167, 4.432)  0.122
H (4.593, -1.427, 0.627)  0.153
H (1.189, -0.649, 1.381)  0.110
H (1.741, -2.403, -1.788)  0.111
H (0.085, -2.811, -3.545)  0.108
H (-3.034, -2.525, -5.307)  0.097
H (-1.292, -2.160, -5.284)  0.099

Values from the calculation:
* multiplicity: 1
* E_tot: -1331.66312 Eh
* energy relative to the best compared isomer or geometry (same formula, charge and spin): 111.3 kJ/mol
* SMILES string: COc1ccc(/C=N/NC(=O)c2ccc3c(c2)OCO3)c(C(=O)O)c1OC


(3)
C20H28O16S4 | ωB97M-V with the def2-TZVPD basis set

Last column: Löwdin charge in e.
Positions of all 68 atoms, in Å:
C (-1.113, -4.644, -0.038)  -0.144
C (0.037, -3.726, -0.351)  -0.174
O (-0.010, -3.316, -1.739)  -0.171
S (-1.476, -3.740, -2.245)  0.599
O (-1.387, -4.225, -3.579)  -0.212
O (-2.423, -2.816, -1.754)  -0.220
O (-1.696, -5.055, -1.334)  -0.184
H (-1.909, -4.245, 0.542)  0.116
H (-0.830, -5.595, 0.408)  0.139
H (0.962, -4.312, -0.259)  0.148
H (0.131, -2.969, 0.341)  0.063
C (-0.572, 4.798, -0.456)  -0.174
C (-0.473, 5.694, -1.624)  -0.090
O (-1.954, 5.863, -1.972)  -0.183
S (-2.489, 4.414, -1.967)  0.571
O (-2.061, 3.866, -3.222)  -0.246
O (-3.787, 4.250, -1.414)  -0.210
O (-1.507, 3.767, -0.852)  -0.206
H (-0.930, 5.332, 0.423)  0.136
H (0.360, 4.288, -0.178)  0.142
H (0.046, 5.261, -2.470)  0.133
H (-0.088, 6.652, -1.363)  0.128
C (2.779, -1.786, 3.009)  -0.169
C (1.689, -1.368, 4.126)  -0.090
O (1.275, -2.654, 4.621)  -0.203
S (1.271, -3.712, 3.446)  0.588
O (0.169, -3.514, 2.586)  -0.210
O (1.453, -4.998, 3.977)  -0.192
O (2.637, -3.136, 2.847)  -0.173
H (3.770, -1.611, 3.371)  0.122
H (2.624, -1.252, 2.064)  0.102
H (0.778, -0.934, 3.628)  0.142
H (2.145, -0.846, 4.974)  0.109
C (-1.256, 0.076, -0.773)  -0.113
C (-0.599, 0.180, -2.060)  -0.107
O (0.890, 0.222, -1.902)  -0.172
S (1.232, 0.091, -0.399)  0.520
O (1.569, 1.404, 0.104)  -0.255
O (2.132, -0.977, -0.120)  -0.225
O (-0.156, -0.219, 0.154)  -0.184
H (-1.939, -0.798, -0.807)  0.121
H (-1.886, 0.827, -0.327)  0.134
H (-0.831, 1.057, -2.615)  0.107
H (-0.665, -0.790, -2.671)  0.147
C (1.698, 3.039, 5.315)  -0.093
C (3.041, 2.826, 4.975)  -0.083
C (3.803, 1.837, 5.570)  -0.080
C (3.240, 1.136, 6.639)  -0.099
C (1.884, 1.221, 6.853)  -0.112
C (1.102, 2.200, 6.216)  -0.093
H (1.163, 3.826, 4.808)  0.099
H (3.477, 3.618, 4.390)  0.099
H (4.822, 1.863, 5.523)  0.073
H (3.782, 0.377, 7.113)  0.088
H (1.370, 0.587, 7.567)  0.105
H (0.137, 2.303, 6.713)  0.107
C (-2.733, -1.910, -6.846)  -0.083
C (-1.382, -1.900, -6.513)  -0.103
C (-0.773, -0.803, -5.904)  -0.109
C (-1.494, 0.343, -5.512)  -0.084
C (-2.873, 0.330, -5.871)  -0.096
C (-3.420, -0.715, -6.594)  -0.108
H (-3.205, -2.733, -7.313)  0.090
H (-0.819, -2.833, -6.492)  0.103
H (0.282, -0.834, -5.622)  0.102
H (-1.006, 1.133, -4.885)  0.103
H (-3.489, 1.113, -5.437)  0.097
H (-4.521, -0.823, -6.822)  0.117

Values from the calculation:
* multiplicity: 1
* E_tot: -3575.31273 Eh
* energy relative to the best compared isomer or geometry (same formula, charge and spin): 174.4 kJ/mol


(4)
C5H9N | ωB97M-V with the def2-TZVPD basis set

Last column: Mulliken spin population.
Positions of all 15 atoms, in Å:
N (2.200, 0.446, 0.383)  -0.003
C (1.004, -0.318, 0.079)  0.010
C (1.088, -1.229, -0.950)  0.051
C (-2.569, 0.930, -0.072)  0.865
C (-1.554, -0.138, 0.208)  0.025
C (-0.170, 0.167, 0.651)  -0.030
H (2.156, 1.324, -0.116)  -0.002
H (3.028, -0.090, 0.162)  0.001
H (1.943, -1.096, -1.596)  0.002
H (0.278, -1.757, -1.443)  0.005
H (-3.418, 1.048, 0.605)  0.022
H (-2.943, 1.151, -1.068)  0.030
H (-1.366, 0.079, -0.865)  -0.013
H (-1.766, -1.173, 0.525)  0.037
H (-0.098, 0.959, 1.398)  0.001

Values from the calculation:
* multiplicity: 2
* E_tot: -250.18639 Eh
* energy relative to the best compared isomer or geometry (same formula, charge and spin): 478.3 kJ/mol
* charge: +1


(5)
C4H11BiO2 | ωB97M-V with the def2-TZVPD basis set

Last column: Mulliken spin population.
Positions of all 18 atoms, in Å:
C (-0.777, 2.650, -1.689)  0.013
H (-1.852, 2.489, -1.504)  -0.008
H (-0.635, 3.605, -1.156)  0.008
H (-0.287, 2.876, -2.649)  0.013
Bi (0.974, 1.276, 0.098)  0.959
O (0.139, 0.087, -1.373)  -0.007
H (-0.686, 1.131, -1.995)  0.021
C (0.974, -0.904, 2.480)  0.008
O (0.484, -0.524, 1.207)  -0.014
C (0.231, -1.612, 0.322)  -0.012
C (-0.519, -1.046, -0.867)  0.016
H (1.141, 0.013, 3.057)  0.003
H (0.231, -1.530, 2.993)  -0.002
H (1.921, -1.457, 2.383)  -0.003
H (-0.378, -2.374, 0.833)  0.003
H (1.184, -2.080, 0.025)  0.002
H (-1.535, -0.761, -0.537)  0.001
H (-0.610, -1.838, -1.629)  0.000

Values from the calculation:
* multiplicity: 2
* E_tot: -523.66032 Eh
* energy relative to the best compared isomer or geometry (same formula, charge and spin): 180.4 kJ/mol
* charge: +1


(6)
CH3Cl3OP | ωB97M-V with the def2-TZVPD basis set

Last column: Löwdin charge in e.
Positions of all 9 atoms, in Å:
C (1.374, -0.234, 0.432)  0.013
O (0.171, 0.608, 0.183)  -0.439
P (-1.239, 0.259, -0.296)  -0.273
Cl (-1.495, 1.381, -1.845)  0.545
Cl (-1.169, -1.716, -0.607)  0.508
Cl (-2.538, 0.869, 1.233)  0.398
H (0.999, -1.181, 0.550)  0.010
H (2.058, 0.203, 1.043)  0.068
H (1.838, -0.189, -0.694)  0.169

Values from the calculation:
* multiplicity: 1
* E_tot: -1836.83442 Eh
* energy relative to the best compared isomer or geometry (same formula, charge and spin): 41.1 kJ/mol
* charge: +1


Copy entry 6 word for word.
CH3Cl3OP | ωB97M-V with the def2-TZVPD basis set

Last column: Löwdin charge in e.
Positions of all 9 atoms, in Å:
C (1.374, -0.234, 0.432)  0.013
O (0.171, 0.608, 0.183)  -0.439
P (-1.239, 0.259, -0.296)  -0.273
Cl (-1.495, 1.381, -1.845)  0.545
Cl (-1.169, -1.716, -0.607)  0.508
Cl (-2.538, 0.869, 1.233)  0.398
H (0.999, -1.181, 0.550)  0.010
H (2.058, 0.203, 1.043)  0.068
H (1.838, -0.189, -0.694)  0.169

Values from the calculation:
* multiplicity: 1
* E_tot: -1836.83442 Eh
* energy relative to the best compared isomer or geometry (same formula, charge and spin): 41.1 kJ/mol
* charge: +1


Number 1 is which compound? Cl6Cs2O24